[1]
Formula: C23H17BrCaF4N7O3
Source: OMol25
Level of theory: ωB97M-V/def2-TZVPD

Properties
HOMO (spin up / spin down)	-11.02 / -11.02	eV
DFT total energy	-5146.3857	Eh
total charge	+1
lowest unoccupied orbital energy (spin up / spin down)	-5.60 / -5.60	eV

Last column: Löwdin charge in e.
Geometry (Å):
Ca 1.8673 1.0246 0.6623  1.3063
C 0.1927 0.6150 6.5968  -0.0226
C 0.9353 1.3786 5.5269  -0.2251
C 1.6946 2.5447 5.7532  0.0141
C 2.2287 3.2921 4.7143  -0.0804
C 2.1626 2.6977 3.4697  -0.7109
Br 3.0065 3.6390 2.0269  0.8163
N 1.6758 1.4814 3.2211  -0.0697
C 1.0094 0.8936 4.2246  -0.1250
H -0.3350 1.3064 7.2315  0.0822
H 0.9128 0.1187 7.2683  0.1019
H -0.4691 -0.1092 6.1350  0.0833
H 1.7977 2.9305 6.7668  0.1337
H 2.6709 4.2686 4.8676  0.1159
H 0.4971 -0.0417 3.8837  0.1456
C -2.7056 2.8016 0.4873  0.0037
C -1.4070 2.0050 0.4610  -0.2443
N -0.6377 1.8565 1.4952  -0.0170
O -1.0596 2.5413 2.6310  -0.0337
C -0.8938 1.3913 -0.7714  -0.3007
C -1.7906 0.7086 -1.8377  0.0221
N 0.3519 1.3454 -0.8934  -0.3000
O 0.9585 0.4863 -1.6607  -0.2448
H -3.3121 2.7832 -0.4026  0.0732
H -2.4248 3.8327 0.6967  0.0934
H -3.3208 2.5026 1.3332  0.0869
H -0.7223 1.9815 3.3284  0.0496
H -1.3712 0.9821 -2.7954  0.0822
H -2.8305 0.9432 -1.7428  0.0644
H -1.6325 -0.3868 -1.6618  0.0691
C 3.9381 1.7858 -1.9017  -0.0790
O 3.8825 1.1832 -0.5737  -0.2834
H 3.1256 2.5499 -1.9470  0.0972
H 3.7259 1.1358 -2.7682  0.0972
H 4.8866 2.2614 -1.8930  0.0764
H 4.5856 0.5639 -0.4252  0.0848
F -1.3644 -2.5898 -0.4276  0.1388
C -1.2226 -2.8602 -1.7134  -0.1483
C -2.2651 -3.2889 -2.4343  -0.1495
F -3.4182 -3.3729 -1.8154  0.1655
C -2.1782 -3.4327 -3.8720  -0.0209
C -0.9178 -3.2257 -4.4654  -0.1313
C 0.1514 -2.8756 -3.7480  -0.1279
F 1.3448 -2.8135 -4.3202  0.1551
C 0.1219 -2.6421 -2.3221  0.0212
C 1.2192 -2.3643 -1.5446  -0.1309
C 1.1086 -1.9380 -0.1923  -0.1667
N 1.1470 -1.5117 0.8856  0.1611
C 2.5931 -2.2981 -1.9586  -0.1629
N 3.7328 -2.3181 -2.1074  0.2143
F -0.6948 -3.5689 -5.7433  0.1493
C -3.3079 -3.6658 -4.6230  -0.0851
C -3.4122 -3.7391 -6.0687  -0.1408
N -3.8093 -3.9402 -7.1271  0.2316
C -4.5218 -4.1716 -4.0719  -0.1766
N -5.5000 -4.6774 -3.8370  0.2407

[2]
Formula: C49H113O25P3
Source: OMol25
Level of theory: ωB97M-V/def2-TZVPD

Properties
HOMO	-9.39	eV
DFT total energy	-4839.8593	Eh
lowest unoccupied orbital energy	0.46	eV

Last column: Löwdin charge in e.
Geometry (Å):
C -2.8607 7.8364 0.0066  -0.0884
O -3.1471 6.4421 0.0538  -0.2151
P -2.5639 5.3913 -0.9922  0.4252
O -3.0234 4.0007 -0.9526  -0.2108
O -2.7409 6.1698 -2.3872  -0.2268
C -3.5978 5.6443 -3.4106  -0.0842
O -0.9926 5.5578 -0.6948  -0.1994
C -0.2013 4.4497 -0.3247  -0.1239
H -2.9131 8.2151 -1.0123  0.0854
H -1.8903 8.0494 0.4532  0.0908
H -3.6200 8.3317 0.6079  0.0898
H -4.3468 6.4134 -3.6032  0.0935
H -4.1567 4.7523 -3.1218  0.0732
H -2.9812 5.4077 -4.2764  0.0851
H -0.5749 3.4574 -0.5715  0.0664
H 0.0410 4.4703 0.7449  0.0768
H 0.8024 4.5267 -0.7596  0.0938
C -2.8961 -3.8103 -8.4688  -0.0968
O -3.0526 -2.6114 -7.7081  -0.2193
P -1.7295 -1.7884 -7.3033  0.4090
O -0.8898 -1.2882 -8.3863  -0.2111
O -1.0390 -2.8594 -6.3016  -0.2265
C 0.2326 -2.5565 -5.7447  -0.0992
O -2.3407 -0.7217 -6.2753  -0.2181
C -3.2018 -1.1443 -5.2299  -0.1011
H -3.5055 -4.6066 -8.0504  0.0892
H -1.8613 -4.1263 -8.5951  0.0860
H -3.2654 -3.6030 -9.4759  0.0900
H 0.8409 -2.0177 -6.4794  0.0825
H 0.7778 -3.4362 -5.4196  0.0834
H 0.1435 -1.8327 -4.9279  0.0737
H -3.4353 -2.2050 -5.1838  0.0893
H -4.1670 -0.6372 -5.3079  0.1006
H -2.8095 -0.7798 -4.2800  0.0660
C -4.9524 1.6862 -1.5172  -0.0920
O -4.0757 0.5906 -1.3001  -0.2257
P -4.5331 -0.9241 -1.4413  0.3945
O -5.5625 -1.2179 -2.4317  -0.2155
O -4.9061 -1.3621 0.0720  -0.1934
C -3.8690 -1.4180 1.0424  -0.1020
O -3.1144 -1.6312 -1.7039  -0.2399
C -3.1550 -3.0118 -2.0581  -0.0920
H -4.9183 2.3262 -0.6355  0.0724
H -5.9751 1.3481 -1.6913  0.0914
H -4.6232 2.3123 -2.3464  0.0751
H -4.1648 -0.9990 2.0045  0.0879
H -2.9354 -0.9808 0.6946  0.0755
H -3.6602 -2.4563 1.3280  0.0732
H -4.0771 -3.5705 -2.2215  0.1001
H -2.6456 -3.5400 -1.2474  0.0693
H -2.5349 -3.1513 -2.9463  0.0833
C -1.3019 -1.6248 4.0452  -0.1083
O -0.9106 -2.0880 5.3141  -0.1733
C -1.3522 -1.2685 6.3744  -0.1999
C -0.6104 -1.6805 7.6234  -0.1958
O -1.1223 -2.9379 8.0256  -0.1878
C -0.4038 -3.5754 9.0450  -0.1192
H -0.8353 -0.6716 3.7792  0.0692
H -2.3908 -1.5352 3.9996  0.0937
H -0.9588 -2.3217 3.2820  0.0638
H -2.4281 -1.3364 6.5758  0.1335
H -1.1232 -0.2326 6.0946  0.1166
H -0.8836 -0.9583 8.4037  0.1297
H 0.4605 -1.7796 7.4313  0.1299
H 0.6797 -3.5149 8.8957  0.0856
H -0.7472 -4.6016 9.1307  0.0860
H -0.5796 -3.0772 10.0095  0.0848
C 0.2592 4.7268 -4.3697  -0.0886
O -0.5020 3.6295 -4.8484  -0.1865
C -1.1378 2.9185 -3.7850  -0.1824
C -1.2636 1.4428 -4.0824  -0.1741
O -0.0047 0.7871 -4.1837  -0.1970
C 0.6616 0.9365 -5.4179  -0.1024
H -0.3032 5.4606 -3.7834  0.0803
H 0.7754 5.1951 -5.2029  0.0918
H 1.0140 4.3038 -3.6919  0.0768
H -2.1368 3.3678 -3.7717  0.1080
H -0.6963 3.0892 -2.8001  0.1001
H -1.8248 1.2691 -5.0014  0.1198
H -1.7110 1.0009 -3.1898  0.1238
H 1.0170 1.9628 -5.5124  0.0725
H 0.0392 0.6931 -6.2867  0.0883
H 1.5171 0.2635 -5.4934  0.0875
C 0.3223 4.4785 6.6174  -0.1235
O 0.4604 3.5850 5.5530  -0.2098
C 1.0904 4.1662 4.4155  -0.1831
C 1.4192 3.0631 3.4029  -0.2036
O 2.4986 2.2414 3.7665  -0.1991
C 2.1577 1.0813 4.5527  -0.0485
H 0.1101 3.9596 7.5488  0.0877
H -0.4663 5.2323 6.4885  0.0872
H 1.2263 5.0858 6.7539  0.0857
H 1.9898 4.6733 4.7723  0.1269
H 0.3649 4.8433 3.9494  0.1193
H 1.6677 3.4975 2.4332  0.1196
H 0.5207 2.4587 3.2159  0.1188
H 3.0738 0.6034 4.8884  0.0869
H 1.6828 0.3864 3.8539  0.0703
H 1.5240 1.4283 5.3662  0.0827
C -2.9077 -5.1014 2.6506  -0.1715
C -1.4216 -5.3592 2.8787  -0.1469
C -0.7625 -4.8499 1.5851  -0.1846
O -1.8099 -4.9003 0.6086  -0.1690
C -3.0271 -5.3766 1.1801  -0.2102
H -3.2371 -4.1077 2.9687  0.0986
H -3.5794 -5.7176 3.2551  0.1173
H -1.2841 -6.4358 2.9962  0.1157
H -1.0658 -4.8963 3.8006  0.1057
H 0.0915 -5.4976 1.3739  0.1104
H -0.4573 -3.8013 1.6271  0.0959
H -3.1691 -6.4347 0.9369  0.1231
H -3.8361 -4.8276 0.6904  0.1124
C 4.8519 0.6987 -0.0640  -0.1507
C 4.1140 0.3708 1.2293  -0.1661
C 5.1790 0.3191 2.3356  -0.1660
O 6.3959 0.7292 1.6917  -0.1357
C 6.0483 1.4531 0.5298  -0.2172
H 4.2987 1.3877 -0.7047  0.0851
H 5.1217 -0.1795 -0.6472  0.1138
H 3.6272 -0.6099 1.2117  0.0793
H 3.3099 1.0577 1.4951  0.0977
H 5.3911 -0.6741 2.7288  0.1146
H 4.8636 1.0056 3.1270  0.1062
H 6.9195 1.4380 -0.1283  0.1197
H 5.7938 2.4976 0.7440  0.1229
C 3.6884 2.6695 -4.5720  -0.2015
C 5.0215 2.4286 -3.8905  -0.1590
C 5.7977 3.5803 -4.5571  -0.2017
O 5.3548 3.5460 -5.9215  -0.1332
C 4.1041 2.8549 -6.0216  -0.1903
H 3.2685 3.5997 -4.1702  0.1044
H 2.9710 1.9251 -4.2196  0.0973
H 5.4649 1.5177 -4.2986  0.1211
H 4.9775 2.4858 -2.8063  0.1009
H 6.8831 3.5065 -4.5044  0.1155
H 5.5293 4.5309 -4.0829  0.1140
H 4.1986 1.8847 -6.5124  0.1207
H 3.3657 3.4840 -6.5179  0.1164
C 0.1053 -0.9791 -0.4041  -0.1429
C 1.1878 -0.5670 -1.4129  -0.1407
C 1.0874 0.9527 -1.2808  -0.1847
O 0.7825 1.1515 0.0983  -0.1477
C 0.3639 -0.0348 0.7604  -0.1846
H 0.0617 -2.0381 -0.1366  0.1040
H -0.8782 -0.7195 -0.8076  0.1022
H 0.9645 -0.9781 -2.3965  0.0982
H 2.1914 -0.8934 -1.1280  0.1049
H 0.3138 1.3643 -1.9243  0.0827
H 2.0331 1.4207 -1.5663  0.1094
H -0.5506 0.1837 1.3155  0.1000
H 1.1786 -0.3973 1.3992  0.0974
C 2.7614 -3.3332 2.5326  -0.1394
C 3.8873 -3.9912 3.3335  -0.1445
C 3.6616 -3.5405 4.8020  -0.1868
O 2.6011 -2.5949 4.7667  -0.1405
C 1.8227 -2.7843 3.5995  -0.2036
H 2.2672 -4.1172 1.9605  0.0909
H 3.2610 -2.5654 1.9481  0.0839
H 4.8954 -3.6860 3.0436  0.1020
H 3.9603 -5.0799 3.3347  0.1063
H 4.5188 -3.0827 5.2949  0.1137
H 3.3647 -4.3965 5.4195  0.1110
H 1.4347 -1.8024 3.3178  0.0864
H 0.9499 -3.4122 3.8055  0.1024
C -2.8730 3.1874 2.0315  -0.1518
C -2.5882 3.1017 3.5278  -0.1434
C -2.4563 1.6216 3.8995  -0.1674
O -2.3620 0.9937 2.5925  -0.2048
C -3.1412 1.7613 1.6525  -0.1943
H -1.9841 3.6136 1.5720  0.0857
H -3.7159 3.8352 1.7915  0.1133
H -3.4197 3.5277 4.0976  0.1116
H -1.6851 3.6305 3.8274  0.0852
H -3.2479 1.2434 4.5483  0.1206
H -1.4656 1.4398 4.3154  0.0906
H -4.1772 1.4161 1.7636  0.1260
H -2.7867 1.4491 0.6706  0.1082
C 1.1455 -5.5103 -1.7838  -0.1560
C 1.9777 -4.2113 -1.9842  -0.1353
C 3.0466 -4.3600 -0.9007  -0.2042
O 2.7629 -5.5411 -0.1563  -0.1607
C 2.0863 -6.4340 -1.0500  -0.1936
H 0.8800 -5.9908 -2.7302  0.1110
H 0.2452 -5.2727 -1.2208  0.0942
H 1.2814 -3.4068 -1.7540  0.0795
H 2.3706 -4.1129 -2.9928  0.1058
H 3.1449 -3.4563 -0.2978  0.0965
H 4.0520 -4.4679 -1.3281  0.1183
H 1.5786 -7.2166 -0.4910  0.1214
H 2.8607 -6.8400 -1.7113  0.1235

[3]
Formula: CFNS
Source: OMol25
Level of theory: ωB97M-V/def2-TZVPD

Properties
HOMO	-11.43	eV
DFT total energy	-590.7521	Eh
energy above the lowest of the compared OMol25 structures with the same formula, charge and spin	241.7	kJ/mol
lowest unoccupied orbital energy	-3.39	eV

Last column: Löwdin charge in e.
Geometry (Å):
C 1.1315 -0.1879 -0.0370  -0.3115
N 2.2635 -0.1386 0.0084  0.0001
F -2.1213 0.9095 -0.0107  -0.5218
S -1.2737 -0.5830 0.0393  0.8332

[4]
Formula: C5H9O4S
Source: OMol25
Level of theory: ωB97M-V/def2-TZVPD

Properties
HOMO (spin up / spin down)	-5.10 / -4.09	eV
DFT total energy	-894.9483	Eh
energy above the lowest of the compared OMol25 structures with the same formula, charge and spin	382.5	kJ/mol
total charge	-1
lowest unoccupied orbital energy (spin up / spin down)	3.77 / 3.50	eV

Last column: Löwdin charge in e.
Geometry (Å):
C 1.7254 1.9034 -0.1738  -0.2191
C 1.9087 0.6289 -0.7446  -0.0653
C -0.0700 -0.9430 1.4357  -0.0844
C -0.6830 -1.6514 -0.9762  -0.1207
C -0.4376 -0.5587 0.0032  -0.3370
O -2.8157 -0.4231 0.5055  -0.3694
O -1.4703 1.6574 0.8363  -0.3754
O -2.1292 0.9549 -1.4125  -0.3706
O 2.4891 0.9165 0.5456  -0.1061
S -1.8591 0.5576 -0.0322  0.3983
H 2.2143 2.8348 -0.4969  0.1003
H 0.7944 2.1547 0.3285  0.0790
H 2.6506 0.4702 -1.5156  0.0759
H -0.9603 -1.4266 1.7989  0.0754
H -0.0631 -0.0496 1.9671  0.0433
H 0.8718 -1.4584 1.3991  0.0744
H 0.2366 -2.2450 -1.0548  0.0801
H -1.5162 -2.0891 -0.4881  0.0640
H -0.8865 -1.2336 -1.9252  0.0573

[5]
Formula: C6H10O
Source: OMol25
Level of theory: ωB97M-V/def2-TZVPD

Properties
SMILES string	C1=CCOCCC1
HOMO	-9.46	eV
DFT total energy	-309.8114	Eh
energy above the lowest of the compared OMol25 structures with the same formula, charge and spin	81.3	kJ/mol
lowest unoccupied orbital energy	1.09	eV

Last column: Löwdin charge in e.
Geometry (Å):
C 0.4343 1.4164 0.4214  -0.0995
C 1.4837 0.5948 0.4462  -0.0878
C 1.4866 -0.5972 -0.4760  -0.2078
O 0.6199 -1.6503 -0.0674  -0.1330
C -0.5973 -1.2443 0.5322  -0.2319
C -1.4305 -0.2196 -0.2428  -0.1616
C -0.7181 1.1305 -0.5300  -0.1879
H 0.3828 2.2687 1.1009  0.1027
H 2.3074 0.7198 1.1465  0.1042
H 2.4819 -1.0390 -0.5774  0.1199
H 1.1879 -0.2518 -1.4800  0.1139
H -0.4168 -0.8546 1.5427  0.1181
H -1.1721 -2.1677 0.6473  0.1226
H -2.3310 -0.0462 0.3604  0.1105
H -1.7683 -0.6628 -1.1856  0.1122
H -0.3287 1.0941 -1.5566  0.1033
H -1.4427 1.9496 -0.5265  0.1022

Question: Which value of DFT total energy does entry 2 give?
Answer: -4839.8593 Eh